# 1
C5H10NO | ωB97M-V with the def2-TZVPD basis set

Its charge is +1. As for the structure (SMILES): C[C@]12C[N@H+]1CCO2. For the LUMO energy, the calculation gives -3.185 eV. The energy comes out at -326.1814 Ha. The calculation puts the energy relative to the best compared isomer or geometry (same formula, charge and spin) at 63.04 kcal/mol. The value obtained for the HOMO energy is -15.214 eV.

Structure (XYZ):
```
17
Properties=species:S:1:pos:R:3:forces:R:3
C 2.024 0.509 -0.394 0.9 0.4 3.0
C 0.664 0.278 0.176 1.5 -0.1 0.3
C 0.427 -0.962 0.994 -1.8 0.5 2.8
N -0.165 -0.867 -0.293 0.3 -0.9 -2.9
C -1.485 -0.402 -0.513 -0.1 3.8 -1.8
C -1.501 0.918 0.311 -0.2 2.8 -3.7
O -0.130 1.394 0.239 0.1 -1.8 0.9
H 2.093 0.527 -1.415 -0.2 -0.1 -2.7
H 2.748 -0.233 0.011 -0.4 0.6 -0.3
H 2.311 1.530 -0.057 0.0 -0.7 0.0
H 1.109 -1.772 1.260 0.2 0.5 -0.6
H -0.447 -0.928 1.671 1.0 0.1 0.3
H 0.085 -1.447 -1.057 1.2 -0.7 -0.6
H -2.216 -1.020 -0.205 -2.4 -2.5 1.1
H -1.635 -0.210 -1.651 0.5 -0.2 2.0
H -1.923 1.758 -0.352 -0.5 -1.4 1.4
H -1.958 0.926 1.277 0.1 -0.3 0.7
```
Positions in Å, forces in eV/Å.

Löwdin population analysis, charges in e, atoms 1 to 8:
1. C 0.06
2. C -0.41
3. C 0.07
4. N 0.00
5. C -0.06
6. C -0.07
7. O 0.01
8. H 0.07

***

# 2
C5H10NO | ωB97M-V with the def2-TZVPD basis set

Its charge is +1. As for the structure (SMILES): C=CC[C@@H]([NH3+])C=O. For the LUMO energy, the calculation gives -3.842 eV. The energy comes out at -326.1195 Ha. The calculation puts the energy relative to the best compared isomer or geometry (same formula, charge and spin) at 101.82 kcal/mol. The value obtained for the HOMO energy is -12.499 eV.

Structure (XYZ):
```
17
Properties=species:S:1:pos:R:3:forces:R:3
C -1.433 -1.847 0.297 -1.1 -1.1 -2.3
C -1.162 -1.136 1.376 1.9 0.3 0.4
C -0.266 0.099 1.257 -6.3 3.1 1.5
C -0.168 0.641 -0.117 2.4 -0.7 -1.0
N 0.630 1.968 -0.158 0.7 -1.9 -1.0
C 0.660 -0.342 -0.948 1.7 0.4 -1.0
O 1.531 0.117 -1.666 -0.6 -0.6 0.6
H -2.055 -1.399 -0.524 1.8 0.1 0.0
H -0.966 -2.828 0.048 -2.0 -0.3 1.1
H -1.139 -1.556 2.359 1.0 -0.8 0.4
H 0.676 -0.143 1.613 1.8 -0.5 1.2
H -0.868 0.891 1.887 1.9 -0.9 -0.6
H -1.040 0.641 -0.708 -1.6 1.0 -0.2
H 0.054 2.726 -0.495 -0.1 0.5 0.1
H 0.946 2.103 0.809 0.1 0.5 -0.5
H 1.481 1.808 -0.876 -1.9 0.0 1.5
H 0.468 -1.444 -0.865 0.2 1.0 -0.2
```
Positions in Å, forces in eV/Å.

Löwdin population analysis, charges in e, atoms 1 to 8:
1. C -0.03
2. C -0.14
3. C -0.16
4. C -0.26
5. N 0.23
6. C -0.15
7. O 0.07
8. H 0.10

***

# 3
C5H10NO | ωB97M-V with the def2-TZVPD basis set

Its charge is +1. As for the structure (SMILES): C=[NH+]CCCC=O. For the LUMO energy, the calculation gives -5.037 eV. The energy comes out at -326.2155 Ha. The calculation puts the energy relative to the best compared isomer or geometry (same formula, charge and spin) at 41.60 kcal/mol. The value obtained for the HOMO energy is -14.239 eV.

Structure (XYZ):
```
17
Properties=species:S:1:pos:R:3:forces:R:3
C -1.968 0.594 -1.511 -0.4 -0.3 -0.9
N -0.856 0.608 -0.901 -0.6 0.7 -1.1
C 0.175 -0.396 -1.020 1.3 -1.3 -0.3
C 0.424 -1.184 0.274 0.6 1.0 -1.0
C 0.635 -0.369 1.555 -0.6 -0.5 0.6
C 1.336 0.962 1.497 -0.8 -0.5 -1.0
O 1.026 1.712 0.591 0.6 0.5 0.6
H -2.554 1.474 -1.741 0.0 0.4 1.0
H -2.369 -0.298 -1.981 0.5 -0.3 0.0
H -0.571 1.456 -0.405 0.5 0.1 0.0
H 1.100 0.024 -1.440 -0.2 1.0 0.9
H 0.038 -1.060 -1.883 -1.2 -0.2 0.4
H 1.317 -1.760 0.036 -0.2 -0.4 0.3
H -0.444 -1.800 0.426 -0.1 -0.7 0.1
H 1.047 -1.045 2.302 0.2 0.1 0.1
H -0.382 -0.141 1.916 0.3 0.2 0.2
H 2.048 1.224 2.287 0.1 0.2 -0.1
```
Positions in Å, forces in eV/Å.

Löwdin population analysis, charges in e, atoms 1 to 8:
1. C 0.20
2. N 0.06
3. C -0.16
4. C -0.14
5. C -0.14
6. C -0.17
7. O 0.03
8. H 0.13